26
Properties=species:S:1:pos:R:3 method="wB97M-V/def2-TZVPD" multiplicity=1 homo_ev=-9.1 smiles=CCc1ccccc1.CC
C -2.498 -2.102 0.786
C -1.230 -1.936 -0.058
C -1.126 -0.573 -0.687
C -0.783 0.545 0.077
C -0.726 1.804 -0.480
C -0.947 1.973 -1.840
C -1.265 0.875 -2.624
C -1.384 -0.383 -2.027
H -2.732 -1.202 1.350
H -2.436 -2.917 1.506
H -3.327 -2.273 0.094
H -0.320 -2.194 0.482
H -1.273 -2.656 -0.874
H -0.648 0.451 1.150
H -0.465 2.655 0.138
H -0.803 2.913 -2.355
H -1.271 1.034 -3.697
H -1.668 -1.207 -2.678
C 3.713 0.771 1.936
C 2.502 0.520 1.030
H 4.001 -0.121 2.484
H 4.564 1.018 1.293
H 3.556 1.638 2.580
H 2.136 1.443 0.584
H 1.689 0.089 1.612
H 2.742 -0.164 0.214

=====

19
Properties=species:S:1:pos:R:3 method="wB97M-V/def2-TZVPD" multiplicity=1 homo_ev=-9.1 smiles="C[C@@H]1C=C[C@H](C)C1"
C 1.082 0.533 -1.826
C 0.212 -0.570 -1.222
C -1.225 -0.138 -1.065
C -1.598 -0.043 0.209
C -0.498 -0.425 1.172
C -0.070 0.732 2.080
C 0.637 -0.906 0.230
H 1.002 1.443 -1.221
H 2.134 0.230 -1.839
H 0.788 0.779 -2.851
H 0.284 -1.459 -1.864
H -1.862 0.087 -1.917
H -2.577 0.288 0.548
H -0.838 -1.251 1.813
H 0.280 1.584 1.484
H 0.750 0.422 2.739
H -0.896 1.078 2.711
H 0.814 -1.980 0.344
H 1.581 -0.405 0.476

=====

13
Properties=species:S:1:pos:R:3 method="wB97M-V/def2-TZVPD" multiplicity=1 homo_ev=-8.7 smiles="N/C=C/N.O"
N -0.863 -0.188 1.679
C 0.226 0.205 0.836
C 0.870 -0.636 -0.028
N 1.964 -0.238 -0.877
H -1.760 -0.057 1.188
H -0.932 0.386 2.528
H 0.512 1.267 0.937
H 0.581 -1.704 -0.096
H 2.872 -0.410 -0.420
H 2.010 -0.799 -1.717
O -2.117 0.585 -1.136
H -2.193 1.165 -1.912
H -1.171 0.425 -0.983

=====

13
Properties=species:S:1:pos:R:3 method="wB97M-V/def2-TZVPD" multiplicity=1 homo_ev=-8.7 smiles="[H]/N=C(/NC=S)OC"
H -2.752 1.325 0.206
N -1.812 1.553 0.046
C -1.038 0.573 -0.043
N 0.342 0.694 -0.086
C 1.258 -0.336 -0.124
S 2.880 -0.174 0.074
O -1.335 -0.735 -0.011
C -2.695 -1.101 0.035
H 0.726 1.620 -0.162
H 0.889 -1.332 -0.284
H -3.105 -0.690 0.986
H -2.720 -2.146 0.010
H -3.289 -0.658 -0.773

=====

13
Properties=species:S:1:pos:R:3 method="wB97M-V/def2-TZVPD" multiplicity=1 homo_ev="-12.8 / -12.8" total_charge=+1
C 1.507 0.271 -0.343
C -0.584 0.634 -0.108
N -0.778 1.852 0.260
N -1.343 -0.363 0.062
N 1.787 -0.883 0.138
O -2.535 -0.270 -0.197
O -0.782 -1.674 0.107
H 2.293 0.714 -1.105
H -1.554 1.997 0.852
H -0.546 2.669 -0.389
H -1.411 -2.314 0.018
H 2.785 -1.105 0.146
H 1.160 -1.528 0.560

=====

Number 1: calculated total energy -10629.439 eV. Number 2: calculated total energy -7453.305 eV. Number 3: calculated total energy -7230.529 eV. Number 4: calculated total energy -19070.601 eV. Number 5: calculated total energy -10722.305 eV.